(1)
Molecular formula: ClO2PS
Method: DFT, ωB97M-V/def2-TZVPD

Computed properties:
HOMO level (spin up / spin down) = -8.63 / -8.63 eV
E_LUMO (spin up / spin down) = -1.49 / -1.49 eV
structure (SMILES) = O=POSCl
energy relative to the best compared isomer or geometry (same formula, charge and spin) = 0.964 eV
frontier orbital gap (spin up / spin down) = 0.2626 / 0.2627 Eh

Structure (ORCA input):
```
! wB97M-V def2-TZVPD RIJCOSX def2/J DEFGRID3
* xyz 0 1
O 0.032 0.109 0.058
O 2.515 -0.901 -0.106
P 1.887 0.379 0.076
S -1.347 0.828 -0.097
Cl -3.087 -0.415 0.068
*
```

(2)
Molecular formula: C31H49BFeN6OS5
Method: DFT, ωB97M-V/def2-TZVPD

Computed properties:
HOMO level (spin up / spin down) = -9.33 / -9.37 eV
E_LUMO (spin up / spin down) = -3.33 / -2.07 eV
frontier orbital gap (spin up / spin down) = 0.2206 / 0.2681 Eh

Structure (ORCA input):
```
! wB97M-V def2-TZVPD RIJCOSX def2/J DEFGRID3
* xyz 1 2
Fe -0.033 -0.072 1.034
C -4.656 -2.585 -2.833
C -3.504 -2.911 -1.884
C -2.978 -4.330 -2.112
C -3.975 -2.815 -0.439
N -2.383 -1.956 -2.198
C -1.689 -2.072 -3.394
C -0.721 -1.137 -3.406
N -0.836 -0.417 -2.239
B 0.056 0.659 -1.643
N 1.543 0.595 -1.985
C 2.238 1.175 -3.023
C 3.551 1.005 -2.782
N 3.673 0.331 -1.575
C 2.432 0.097 -1.090
S 2.044 -0.779 0.367
C 4.984 -0.007 -0.919
C 6.118 0.460 -1.828
C 5.077 0.738 0.411
C 5.094 -1.521 -0.753
N -0.563 2.055 -1.661
C -1.187 2.695 -2.708
C -1.735 3.822 -2.225
N -1.460 3.877 -0.865
C -0.749 2.777 -0.529
S -0.135 2.300 1.027
C -2.005 5.022 -0.054
C -3.529 4.907 -0.085
C -1.532 6.319 -0.714
C -1.529 5.019 1.391
C -1.859 -0.922 -1.500
S -2.310 -0.244 0.017
H -5.491 -3.255 -2.630
H -4.370 -2.711 -3.878
H -4.996 -1.559 -2.685
H -3.787 -5.031 -1.910
H -2.149 -4.549 -1.438
H -2.648 -4.505 -3.135
H -4.699 -3.618 -0.295
H -4.466 -1.871 -0.224
H -3.157 -2.951 0.267
H -1.935 -2.818 -4.125
H 0.041 -0.936 -4.138
H 0.095 0.482 -0.487
H 1.744 1.668 -3.842
H 4.401 1.304 -3.363
H 6.116 1.541 -1.968
H 6.095 -0.035 -2.800
H 7.058 0.195 -1.347
H 5.012 1.815 0.247
H 6.041 0.520 0.869
H 4.291 0.439 1.100
H 4.997 -2.021 -1.718
H 4.345 -1.923 -0.075
H 6.078 -1.757 -0.346
H -1.206 2.284 -3.703
H -2.304 4.583 -2.723
H -3.925 5.005 -1.096
H -3.964 5.701 0.523
H -3.846 3.946 0.320
H -1.913 6.441 -1.727
H -0.443 6.362 -0.743
H -1.893 7.164 -0.127
H -1.905 4.163 1.945
H -1.920 5.927 1.852
H -0.443 5.039 1.468
S -0.394 -2.231 1.734
C 0.283 -3.495 0.693
C 0.640 -4.690 1.325
C 1.076 -5.780 0.588
C 1.186 -5.694 -0.794
C 0.849 -4.504 -1.424
C 0.392 -3.419 -0.690
H 0.573 -4.761 2.403
H 1.336 -6.698 1.098
H 1.536 -6.540 -1.370
H 0.934 -4.415 -2.501
H 0.137 -2.505 -1.205
C -2.004 1.604 5.510
C -0.662 1.622 4.794
S -0.386 0.063 3.933
O 0.699 0.367 2.886
C 0.443 -0.916 5.193
C 1.819 -0.404 5.579
H -2.177 2.571 5.980
H -2.039 0.848 6.296
H -2.820 1.410 4.815
H 0.170 1.813 5.470
H -0.629 2.364 3.995
H 0.484 -1.912 4.753
H -0.259 -0.947 6.031
H 2.408 -0.181 4.689
H 2.337 -1.177 6.144
H 1.771 0.486 6.205
*
```

(3)
Molecular formula: C5H9NS
Method: DFT, ωB97M-V/def2-TZVPD

Computed properties:
HOMO level = -8.61 eV
E_LUMO = 0.95 eV
energy relative to the best compared isomer or geometry (same formula, charge and spin) = 0.618 eV
frontier orbital gap = 0.3513 Eh

Structure (ORCA input):
```
! wB97M-V def2-TZVPD RIJCOSX def2/J DEFGRID3
* xyz 0 1
C -1.193 -0.314 -0.406
C -0.324 0.939 1.342
C 0.891 0.238 0.665
C 1.124 -0.237 -1.581
C 0.295 -0.721 -0.395
H -1.353 0.482 -1.100
H -1.896 -1.130 -0.656
H -1.602 -0.606 1.553
H -0.275 0.958 2.419
H -0.424 1.967 0.955
H 1.561 -0.233 1.392
H 0.562 0.050 -2.460
H 1.907 -0.928 -1.896
H 0.429 -1.794 -0.152
N -1.519 0.165 0.940
S 1.816 1.163 -0.619
*
```

(4)
Molecular formula: C11H13N3O5PSm
Method: DFT, ωB97M-V/def2-TZVPD

Computed properties:
HOMO level (spin up / spin down) = -15.13 / -15.22 eV
E_LUMO (spin up / spin down) = -10.33 / -10.05 eV
energy relative to the best compared isomer or geometry (same formula, charge and spin) = 8.609 eV
frontier orbital gap (spin up / spin down) = 0.1765 / 0.1899 Eh

Structure (ORCA input):
```
! wB97M-V def2-TZVPD RIJCOSX def2/J DEFGRID3
* xyz 2 6
O -1.564 3.493 -7.458
C -1.579 3.473 -6.245
Sm -1.573 1.556 -2.163
C -1.647 1.655 -0.201
O -1.645 1.853 0.988
C -1.567 -0.722 -2.019
O -1.524 -1.919 -1.989
C 0.441 1.261 -2.355
O 1.585 1.215 -2.508
C -3.574 1.178 -2.399
O -4.646 1.125 -2.623
H -1.520 0.918 -3.917
C 2.453 -0.508 2.111
N 1.418 0.572 2.109
C 0.188 0.094 2.837
N -0.344 -1.192 2.263
C 0.734 -2.232 2.246
N 1.891 -1.725 1.444
C 1.543 -1.493 0.022
P 0.269 -0.235 -0.137
C 1.168 1.105 0.782
C -0.992 -1.045 0.977
H 2.728 -0.740 3.125
H 3.327 -0.174 1.564
H -0.581 0.856 2.811
H 0.449 -0.081 3.879
H 0.355 -3.139 1.790
H 1.046 -2.440 3.254
H 2.418 -1.163 -0.505
H 1.176 -2.404 -0.399
H 0.631 2.024 0.862
H 2.089 1.319 0.228
H -1.265 -2.005 0.530
H -1.891 -0.480 1.094
*
```

(5)
Molecular formula: H24O12
Method: DFT, ωB97M-V/def2-TZVPD

Computed properties:
HOMO level (spin up / spin down) = -13.34 / -13.34 eV
E_LUMO (spin up / spin down) = -3.41 / -10.15 eV
energy relative to the best compared isomer or geometry (same formula, charge and spin) = 0.905 eV
frontier orbital gap (spin up / spin down) = 0.3650 / 0.1174 Eh

Structure (ORCA input):
```
! wB97M-V def2-TZVPD RIJCOSX def2/J DEFGRID3
* xyz 1 2
O 1.085 -2.606 0.747
H 0.172 -2.334 0.834
H 1.258 -2.567 -0.194
O -1.954 -2.664 2.827
H -1.551 -2.389 2.003
H -1.804 -1.930 3.424
O -3.335 -0.483 -0.940
H -3.869 -0.602 -0.154
H -3.051 0.430 -0.902
O 2.693 1.971 0.322
H 1.959 2.197 0.892
H 2.530 2.459 -0.485
O -0.346 -0.382 0.197
H -0.653 0.479 -0.086
H 0.365 -0.193 0.810
O 3.735 -0.578 1.372
H 3.239 0.238 1.305
H 3.067 -1.262 1.409
O 1.055 0.991 2.570
H 1.472 1.656 3.117
H 0.272 0.735 3.057
O -1.489 -2.347 -1.244
H -2.252 -1.789 -1.398
H -0.904 -1.811 -0.710
O 0.075 2.367 -0.755
H -0.862 2.514 -0.628
H 0.178 2.276 -1.702
O 2.182 -0.058 -1.676
H 2.220 0.403 -0.838
H 3.077 -0.017 -2.013
O -0.033 -0.532 -3.083
H 0.700 -0.369 -2.490
H -0.281 -1.441 -2.915
O -2.844 2.185 -0.943
H -2.764 2.934 -1.534
H -3.345 2.519 -0.199
*
```

(6)
Molecular formula: C5H34N2O11
Method: DFT, ωB97M-V/def2-TZVPD

Computed properties:
HOMO level = -9.52 eV
E_LUMO = 0.28 eV
structure (SMILES) = C=NCC[C@@H](C)N.O.O.O.O.O.O.O.O.O.O.O
energy relative to the best compared isomer or geometry (same formula, charge and spin) = 4.386 eV
frontier orbital gap = 0.3602 Eh

Structure (ORCA input):
```
! wB97M-V def2-TZVPD RIJCOSX def2/J DEFGRID3
* xyz 0 1
C -0.636 1.133 -1.875
C -0.583 -0.245 -1.319
C 0.740 -0.542 -0.687
C 0.691 -1.689 0.326
C 1.102 -1.776 2.660
N 0.839 -1.054 1.630
N -0.996 -1.340 -2.180
H -1.131 1.247 -2.938
H 0.489 1.548 -1.997
H -1.089 1.849 -1.203
H -1.269 -0.239 -0.336
H 1.500 -0.568 -1.454
H 1.102 0.411 -0.200
H -0.185 -2.300 0.393
H 1.551 -2.453 0.066
H 1.528 -2.812 2.465
H 1.192 -1.422 3.647
H -1.435 -0.913 -3.014
H -1.847 -1.826 -1.743
H -0.710 1.470 1.329
H -0.233 0.576 2.380
O -0.964 1.256 2.292
H -1.583 -2.083 4.034
H -0.938 -3.380 3.993
O -0.716 -2.451 3.927
H 2.594 -1.986 -1.888
H 3.525 -1.566 -3.104
O 3.346 -1.322 -2.159
H 0.798 3.240 -3.009
H 2.250 2.749 -2.502
O 1.632 3.561 -2.752
H -4.574 -0.036 -0.216
H -3.922 -1.395 -0.254
O -3.942 -0.623 -0.700
H 3.365 0.604 -1.342
H 3.669 2.049 -1.045
O 3.012 1.445 -1.422
H -2.695 1.017 2.348
H -3.546 1.995 3.047
O -3.650 1.361 2.407
H 2.889 3.333 1.039
H 3.195 2.191 1.980
O 3.541 3.034 1.685
H -3.534 -1.033 2.306
H -4.928 -1.628 1.974
O -3.993 -1.805 1.993
H 0.821 -3.516 -3.021
H 0.497 -2.367 -2.177
O 1.213 -2.993 -2.337
H 0.178 4.240 0.155
H 1.207 3.584 -0.997
O 0.633 3.469 -0.202
*
```

Number 1: energy -1350.185163 Ha. Number 2: energy -4893.874536 Ha. Number 3: energy -648.830422 Ha. Number 4: energy -1965.671812 Ha. Number 5: energy -916.897649 Ha. Number 6: energy -1147.948952 Ha.